DFT (ωB97M-V/def2-TZVPD) results for a structure of composition C18H42Cl2GaN2O2.

Results
Gap between HOMO and LUMO   7.8 eV
Net charge   -1

Structure (XYZ):
```
67
Properties=species:S:1:pos:R:3:forces:R:3
C 3.372884 3.556208 -0.042501 0.90 0.79 0.43
C 2.689752 3.175395 1.402231 -1.27 -0.30 -1.12
Cl 3.975403 3.291000 2.783831 -0.83 0.10 -1.04
C 1.892993 1.739982 1.431094 -0.18 1.66 1.90
Cl 3.026611 0.255444 1.662055 -0.60 1.19 -0.20
Ga 0.547300 1.481247 -0.143176 -0.54 -0.55 -0.20
C -1.415457 1.626508 0.612610 -0.41 0.86 0.16
C -1.908087 3.199590 0.371918 -0.50 -1.90 -2.06
O -1.932822 3.996937 1.608491 3.55 2.52 -0.60
C -0.910984 5.055260 1.612758 -0.22 3.55 -3.99
O -0.753281 6.005272 0.673165 -1.19 -6.31 5.68
H 2.718015 3.310772 -0.980644 1.03 0.23 2.16
H 4.440545 3.038868 -0.150864 -2.39 1.08 0.30
H 3.524222 4.740224 -0.037686 -0.13 -2.58 -0.02
H 1.898643 4.027445 1.672398 1.70 -2.01 -0.61
H 1.219422 1.757185 2.416734 1.69 -0.13 -1.92
H 0.771802 0.047146 -0.883814 0.05 0.21 0.30
H 0.664290 2.632258 -1.275477 0.00 0.07 0.20
H -1.468917 1.296481 1.741750 -0.28 0.72 -2.18
H -2.091825 0.959023 -0.073033 1.07 1.14 1.52
H -3.010891 3.107650 -0.074253 2.23 0.79 1.09
H -1.184364 3.678122 -0.444670 -1.77 -0.76 1.90
H -0.186032 5.105382 2.550136 -1.91 -0.45 -1.70
C 3.279476 -2.667630 -0.976372 0.07 0.12 0.09
C 4.565434 -3.132650 -1.651537 -0.07 0.27 0.03
N 5.658593 -2.158076 -1.595691 0.35 0.01 -0.32
C 6.784140 -2.506945 -2.468110 -0.25 0.11 0.09
C 7.565201 -3.777958 -2.133536 0.37 -0.17 -0.03
C 6.031050 -1.677662 -0.262705 -0.49 0.28 0.00
C 6.470032 -2.712889 0.766844 0.26 -0.10 0.29
H 2.928254 -1.720847 -1.399813 0.08 -0.10 0.18
H 2.492279 -3.414491 -1.124544 0.12 0.06 -0.01
H 3.406382 -2.542487 0.103424 -0.06 0.08 -0.14
H 4.318351 -3.321900 -2.704687 0.32 0.07 0.05
H 4.859698 -4.095994 -1.221434 0.02 -0.23 0.05
H 7.489805 -1.666999 -2.504071 -0.18 0.00 0.17
H 6.409196 -2.602513 -3.492681 -0.20 0.00 0.09
H 8.225943 -3.635558 -1.274548 -0.14 -0.07 -0.05
H 8.206664 -4.049312 -2.979802 -0.06 0.02 0.04
H 6.914305 -4.632614 -1.934721 0.00 0.09 0.01
H 5.178537 -1.126764 0.151790 0.01 -0.14 -0.17
H 6.816052 -0.915925 -0.354252 -0.06 -0.18 -0.25
H 5.842089 -3.607533 0.761131 0.02 0.07 -0.04
H 6.410530 -2.280675 1.770790 -0.03 -0.02 -0.08
H 7.508379 -3.014279 0.614665 -0.09 -0.13 0.02
C -6.567751 1.991176 -0.770226 0.09 0.06 0.12
C -6.906663 0.504388 -0.750743 0.31 -0.01 0.03
N -5.866285 -0.340314 -0.157445 0.02 -0.33 -0.11
C -6.088867 -1.771372 -0.385941 0.10 0.18 -0.06
C -7.322149 -2.402936 0.260289 -0.13 -0.33 0.15
C -5.439345 0.013568 1.198603 0.25 0.37 -0.21
C -6.500363 0.033826 2.293226 -0.11 -0.09 0.36
H -5.623736 2.176752 -1.293156 -0.09 -0.07 0.14
H -7.355634 2.543910 -1.292872 0.06 -0.11 0.06
H -6.496540 2.407894 0.239231 0.04 -0.03 -0.12
H -7.051259 0.199924 -1.795915 0.09 -0.23 0.21
H -7.871347 0.370347 -0.249716 -0.22 0.03 0.03
H -5.203130 -2.333001 -0.062199 -0.03 0.27 0.04
H -6.150294 -1.942382 -1.465962 -0.01 0.22 -0.01
H -7.185553 -2.556885 1.333769 -0.07 0.09 -0.12
H -7.501240 -3.391828 -0.177080 0.02 0.10 0.01
H -8.228228 -1.812476 0.105344 0.08 0.00 0.01
H -4.971089 1.004227 1.161109 -0.08 -0.10 -0.13
H -4.623047 -0.650713 1.510437 -0.17 -0.03 -0.28
H -7.433022 0.502895 1.969417 0.05 -0.03 -0.02
H -6.131330 0.603507 3.152025 -0.01 -0.03 -0.08
H -6.722740 -0.972210 2.654611 -0.13 0.10 -0.04
```
Forces are in eV/Å.

These are the Mulliken partial charges, in e, on atoms 1 to 4:
1 C -0.87
2 C 0.28
3 Cl -0.26
4 C -0.30

=====

DFT (ωB97M-V/def2-TZVPD) results for a cluster of 5 separate species, C18H42ClN3O17P in total.

Results
Gap between HOMO and LUMO   7.5 eV
Net charge   -1
Energy relative to the best compared isomer or geometry (same formula, charge and spin)   350.6 kcal/mol

Structure (XYZ):
```
82
Properties=species:S:1:pos:R:3:forces:R:3
Cl 1.334474 0.400151 0.248341 5.51 -1.22 -5.29
O -0.035326 0.840931 -0.036979 12.58 7.11 -0.45
O 1.420554 -1.021609 0.014591 -0.81 2.89 4.29
O 2.334094 1.083601 -0.560009 -3.70 -2.52 -1.81
O 1.710744 0.665731 1.562351 0.71 -1.87 2.18
O -3.491006 -0.943509 -3.424639 0.00 -0.29 2.15
P -3.368326 -1.084999 -1.923729 1.19 -0.72 -0.27
N -2.190526 -0.002729 -1.327889 -1.45 -0.99 -0.31
C -1.591766 0.005071 0.008261 -8.33 -2.33 -0.46
C -1.538256 0.854021 -2.290169 -0.74 1.76 -0.63
N -2.728476 -2.624469 -1.417839 -4.46 0.53 0.76
C -2.757126 -3.137079 -0.017679 -0.09 1.13 -0.71
C -2.086656 -3.492629 -2.343229 0.09 -0.81 -2.38
N -4.863516 -0.889669 -1.047239 1.33 -0.46 -0.42
C -5.660416 0.319741 -1.308979 1.64 0.21 0.45
C -5.769236 -1.996679 -0.792629 -0.02 -0.56 0.63
H -0.586556 -0.415559 -0.018839 -4.16 -1.79 1.07
H -2.210756 -0.471619 0.768341 -1.23 -0.14 -0.60
H -1.437116 1.053371 0.263661 -3.24 -0.29 0.71
H -0.881276 0.462821 -3.066969 -0.05 -0.83 0.17
H -0.953476 1.628161 -1.793359 -0.16 -0.16 0.15
H -2.340916 1.389441 -2.797279 0.15 0.11 -0.48
H -1.937056 -2.634359 0.495011 -0.33 -0.30 0.65
H -3.698756 -2.919499 0.486411 0.19 -0.13 0.05
H -2.519896 -4.200939 -0.023499 -0.33 0.03 0.03
H -2.593376 -3.661689 -3.293359 -0.56 0.34 0.00
H -1.110636 -3.067639 -2.577459 -1.09 -1.32 -0.99
H -1.957426 -4.496159 -1.937879 0.04 0.05 0.31
H -5.036786 1.198271 -1.143559 0.23 0.06 -0.05
H -5.983666 0.385581 -2.347859 -0.66 -0.19 0.12
H -6.401716 0.364431 -0.511119 -0.49 0.01 -0.55
H -6.356286 -1.709839 0.079831 -0.55 0.22 -0.18
H -5.357336 -2.936389 -0.424699 0.73 0.19 -0.50
H -6.412806 -2.272609 -1.627959 -0.20 0.25 -0.18
C 2.834964 2.979511 0.578751 1.30 0.10 -1.01
O 4.115664 2.729941 1.144111 1.59 -0.97 0.57
C 4.786624 1.547161 0.841061 -1.96 0.79 -2.99
O 4.462364 0.715541 0.000831 2.13 1.55 2.74
O 5.984274 1.540921 1.387841 1.68 0.24 1.05
C 6.460584 2.478611 2.396011 -0.46 -1.06 0.13
H 2.897724 3.019051 -0.508719 0.26 0.09 0.06
H 2.334054 3.905591 0.860821 3.56 0.18 0.43
H 2.152554 2.167781 0.830761 2.54 2.17 0.05
H 7.544164 2.374441 2.451701 -0.01 0.06 -0.59
H 6.130824 2.068931 3.350731 -0.38 0.47 0.15
H 6.164034 3.516961 2.247641 -0.16 -0.29 -0.14
C -0.624276 -0.778719 2.255701 -0.48 -0.12 0.66
O 0.629744 -1.258499 2.744661 0.53 -1.27 1.23
C 0.744684 -2.478849 3.303301 -1.80 -1.04 -0.53
O -0.184466 -3.298229 3.356021 2.07 1.22 0.22
O 2.012354 -2.670709 3.754031 0.34 -0.29 -0.35
C 2.426814 -4.007319 4.250291 -2.84 0.77 0.74
H -1.233306 -0.326899 3.038671 0.29 0.10 0.48
H -1.311536 -1.485579 1.790821 0.97 -0.73 0.49
H -0.428576 -0.025039 1.492961 0.21 -0.60 1.91
H 1.912574 -4.112389 5.205601 0.26 0.17 0.46
H 3.492574 -4.121659 4.448191 -0.17 0.48 -0.88
H 1.878264 -4.780349 3.712111 0.81 -0.02 -0.75
C 2.745854 -1.046089 -4.650049 1.48 1.83 -0.20
O 1.611094 -1.505049 -4.057609 -2.73 -1.52 1.55
C 1.457764 -1.537949 -2.704129 0.65 -0.40 2.00
O 2.227354 -1.132899 -1.853639 0.01 -1.35 -5.57
O 0.265104 -2.202789 -2.422989 2.17 1.29 -1.97
C -0.228296 -2.188439 -1.100949 1.24 -1.10 1.80
H 2.395264 -0.393579 -5.449679 0.31 -0.19 -0.38
H 3.410914 -1.826799 -5.019229 -0.21 -0.20 -0.02
H 3.304064 -0.400529 -3.971989 0.20 -0.10 0.18
H 0.554614 -2.506259 -0.412379 -0.48 -0.57 -0.48
H -1.111676 -2.808859 -0.949879 2.60 0.69 -0.53
H -0.532796 -1.195579 -0.769869 0.52 -2.27 -1.91
C 0.896954 2.687741 2.595081 -0.60 -0.45 1.97
O 0.834744 3.231841 1.262971 -4.60 -2.62 2.45
C 0.619094 4.451061 1.085111 -2.12 4.85 1.51
O 0.571434 5.335281 1.942721 0.14 -0.74 -0.66
O 0.425894 4.698671 -0.198859 0.09 -0.95 -1.47
C 0.002614 5.984451 -0.668019 0.41 -0.97 0.70
H 1.449894 3.169161 3.401681 -0.05 1.16 -0.72
H 1.324244 1.687401 2.525431 -0.26 1.65 0.33
H -0.091356 2.428521 2.974751 -0.45 0.76 -0.24
H -0.191236 5.821801 -1.728239 -0.06 0.16 0.14
H 0.839174 6.668551 -0.525619 -0.42 0.38 0.08
H -0.906796 6.208471 -0.110449 0.15 0.66 -0.19
```
Forces are in eV/Å.

These are the Mulliken partial charges, in e, on atoms 1 to 4:
1 Cl 2.03
2 O -0.55
3 O -0.78
4 O -0.92

=====

DFT (ωB97M-V/def2-TZVPD) results for a structure of composition C18H42ClN6O10Pt.

Results
Gap between HOMO and LUMO (alpha / beta)   7.0 / 2.8 eV
Net charge   +2
Multiplicity   4

Structure (XYZ):
```
78
Properties=species:S:1:pos:R:3:forces:R:3
Pt 2.292761 -2.548278 0.887099 -2.08 0.50 -0.21
Cl -0.667669 -0.087258 0.583349 -1.07 -0.53 2.34
O 0.522301 -0.913158 0.392319 0.83 -0.17 -1.12
O -0.571239 1.151622 -0.134191 0.28 -0.55 0.05
O -1.842519 -0.836158 0.195679 0.48 0.23 -0.57
O -0.759259 0.135962 2.023779 0.08 0.47 -0.79
C -0.208879 -2.105608 4.644859 -0.09 -0.02 0.46
C -0.047049 -2.872438 3.354659 -0.75 -0.32 0.48
O 1.000351 -2.802988 2.675929 1.03 0.20 -0.51
N -1.057209 -3.691458 3.050369 0.91 -0.62 -0.75
C -0.977839 -4.673778 1.933559 -0.06 0.45 0.87
H 0.723861 -2.081118 5.208339 0.12 0.23 -0.35
H -0.919339 -2.579178 5.322419 -0.10 -0.28 -0.22
H -0.606959 -1.100888 4.502829 0.38 0.09 -0.37
H -1.850719 -3.764758 3.670919 0.27 0.18 -0.01
H 0.032041 -5.066768 1.816039 0.08 0.51 0.00
H -1.318219 -4.161638 1.033579 -0.04 -0.53 -0.11
H -1.552239 -5.548278 2.239189 -0.43 0.28 -0.36
C -5.965029 0.240902 0.364049 -0.27 -0.81 -0.42
C -6.144039 1.662612 0.740839 3.62 0.44 2.50
O -7.183909 2.226782 0.431779 -2.26 0.87 -0.88
N -5.209599 2.323002 1.457579 -2.14 -0.76 -1.39
C -3.934069 1.826862 1.940389 0.50 0.48 -0.03
H -5.083829 0.210472 -0.276771 0.10 -0.21 0.05
H -6.820189 -0.187268 -0.158891 0.01 0.34 -0.11
H -5.844879 -0.344968 1.275329 0.28 0.12 0.07
H -5.455669 3.275292 1.687159 0.04 0.12 0.07
H -3.545179 1.026332 1.311089 -0.08 -0.03 0.26
H -3.981979 1.587472 3.002699 -0.06 -0.32 -0.16
H -3.286809 2.697742 1.836879 0.31 -0.30 0.05
C -1.182719 4.375102 1.946859 0.65 -0.39 -1.83
C -0.022529 4.110962 2.845719 -0.87 0.76 2.66
O 0.280791 4.994222 3.659739 0.39 -1.40 -1.02
N 0.512141 2.859112 2.826499 0.91 0.48 1.17
C 1.484291 2.471842 3.900549 -1.20 -0.08 -0.72
H -1.350769 3.496142 1.324529 -0.24 -0.06 -0.21
H -0.740009 5.123742 1.289869 -0.57 0.32 -0.31
H -2.128799 4.742842 2.344109 0.50 0.05 0.56
H 0.181291 2.144892 2.193639 -0.06 0.23 0.21
H 2.455621 2.936912 3.732229 0.01 -0.39 0.02
H 1.450291 1.382752 3.929379 0.69 -0.04 -0.35
H 1.130281 2.735992 4.897039 -0.17 0.57 -0.21
C 2.210841 -5.761708 -1.480481 1.18 -0.90 0.43
C 1.390551 -4.507488 -1.338391 1.17 -2.63 -4.37
O 1.156111 -4.023558 -0.277371 -0.76 2.48 4.73
N 0.970501 -3.986788 -2.478931 -1.31 0.71 -0.38
C 0.217401 -2.719168 -2.631621 0.86 0.70 -0.55
H 1.736921 -6.681728 -1.822611 -0.53 0.42 -0.41
H 2.667911 -6.099498 -0.550381 -0.33 0.49 0.42
H 3.090651 -5.591788 -2.101101 -0.24 0.09 -0.41
H 1.063891 -4.537058 -3.320711 0.16 0.00 0.13
H -0.363029 -2.706778 -3.554151 -0.11 -0.53 0.18
H 0.959561 -1.938278 -2.797521 0.13 0.16 0.08
H -0.391459 -2.336208 -1.812641 0.05 -0.89 0.30
C 4.725881 -2.857558 -2.590931 -0.20 1.49 -0.28
C 3.807921 -1.717418 -2.009411 0.37 -1.60 -1.04
O 3.313051 -1.889378 -0.885131 -0.48 -0.09 1.85
N 3.556101 -0.607498 -2.691331 0.25 -1.44 0.08
C 2.807381 0.534962 -2.168951 0.55 0.14 -0.23
H 5.640211 -2.844438 -1.997701 -0.02 -0.05 0.06
H 5.012041 -2.667118 -3.625311 0.03 0.26 0.02
H 4.335211 -3.875078 -2.601601 -0.49 0.35 0.50
H 3.888641 -0.620748 -3.644921 0.05 0.45 0.07
H 3.415091 1.387712 -2.471621 -0.55 0.40 0.21
H 2.732211 0.465462 -1.083771 0.12 -0.02 -0.18
H 1.803001 0.588612 -2.588991 0.10 0.02 -0.09
C 1.032091 3.882092 -1.439371 -0.15 -0.78 -1.07
C 1.284971 4.049642 -2.956411 3.15 -0.61 1.61
O 2.422481 3.839102 -3.413661 -1.32 -0.11 0.33
N 0.265341 4.446562 -3.669391 -0.77 0.03 0.35
C 0.307971 4.587402 -5.087771 -1.43 0.16 -0.96
H 1.442071 2.907812 -1.173331 0.59 0.27 0.18
H -0.019699 3.701482 -1.217501 -0.21 0.74 0.13
H 1.503911 4.704162 -0.901151 -0.19 -0.22 0.14
H -0.544209 4.687202 -3.115471 -0.14 0.03 -0.67
H 1.052471 3.991192 -5.615361 0.34 0.25 0.68
H 0.345521 5.640892 -5.364991 0.27 -0.10 -0.24
H -0.646419 4.181412 -5.423041 -0.13 0.24 -0.41
```
Forces are in eV/Å.

These are the Mulliken partial charges, in e, on atoms 1 to 4:
1 Pt 2.82
2 Cl 1.23
3 O -0.79
4 O -0.51

=====

The largest force on an atom results, record by record, are as follows: 8.570; 14.451; 5.400 eV Å⁻¹.